ORCA calculation (the ωB97M-V functional and the def2-TZVPD basis) on 2 unconnected molecules or ions with the total composition C29H38N4O2S at a distorted geometry.

Output
SMILES: CN1C(=O)C(=Cc2cc3c4c(c2)CCCN4CCC3)C(=O)N(C)C1=S.C1=C(N2CCCC2)CCCC1
Frontier orbital gap: 6.11 eV
Net charge: 0
2S+1: 1
Lowest unoccupied orbital energy: -0.0215 Eh

Structure (XYZ):
```
74
C29H38N4O2S | the OMol25 dataset | the ωB97M-V functional and the def2-TZVPD basis
C 1.65 -4.63 1.14
N 0.54 -3.87 0.58
C 0.15 -2.71 1.30
O 0.46 -2.54 2.47
C -0.66 -1.80 0.49
C -0.59 -0.44 0.57
C 0.32 0.27 1.48
C 1.70 0.23 1.27
C 2.59 0.86 2.13
C 2.09 1.56 3.27
C 0.69 1.57 3.52
C -0.16 0.98 2.61
C 0.14 2.23 4.75
C 1.20 2.61 5.78
C 2.47 3.12 5.12
N 2.96 2.21 4.11
C 4.33 2.46 3.70
C 4.92 1.25 2.98
C 4.04 0.81 1.82
C -1.57 -2.51 -0.41
O -2.29 -1.99 -1.27
N -1.63 -3.91 -0.18
C -2.74 -4.63 -0.81
C -0.47 -4.63 0.02
S -0.34 -6.28 -0.27
H 2.36 -3.93 1.58
H 1.28 -5.33 1.90
H 2.10 -5.20 0.33
H -1.34 0.12 0.03
H 2.08 -0.31 0.40
H -1.24 1.01 2.78
H -0.58 1.56 5.22
H -0.44 3.12 4.46
H 1.42 1.74 6.40
H 0.82 3.39 6.44
H 3.27 3.24 5.86
H 2.27 4.11 4.68
H 4.37 3.33 3.02
H 4.90 2.71 4.60
H 5.92 1.51 2.62
H 5.03 0.42 3.68
H 4.31 -0.21 1.53
H 4.24 1.43 0.94
H -3.62 -3.99 -0.76
H -2.49 -4.89 -1.85
H -2.88 -5.55 -0.25
C -0.59 -0.16 -2.91
C -1.52 0.55 -3.63
N -2.57 1.18 -3.05
C -3.52 1.99 -3.79
C -4.54 2.48 -2.74
C -4.07 1.97 -1.37
C -2.82 1.10 -1.64
C -1.46 0.67 -5.14
C -0.31 -0.08 -5.84
C 0.87 -0.43 -4.94
C 0.44 -0.99 -3.58
H -0.64 -0.21 -1.82
H -3.04 2.84 -4.29
H -4.02 1.39 -4.56
H -4.59 3.58 -2.76
H -5.53 2.09 -2.97
H -3.76 2.80 -0.72
H -4.84 1.40 -0.85
H -2.99 0.05 -1.32
H -1.99 1.52 -1.05
H -1.36 1.73 -5.40
H -2.41 0.32 -5.59
H 0.05 0.53 -6.68
H -0.71 -1.00 -6.28
H 1.49 -1.17 -5.46
H 1.48 0.46 -4.79
H 0.05 -2.02 -3.74
H 1.31 -1.10 -2.92
```

Mulliken atomic charge list, values in e, 4 entries:
1 C -1.1368
2 N 0.1537
3 C -0.4175
4 O -0.5748